C34H35N5O3RuS | wB97M-V/def2-TZVPD

XYZ file:
```
79
Properties=species:S:1:pos:R:3:forces:R:3
H -4.904923 -0.055015 1.504251 0.01 -0.02 0.00
C -1.241873 6.447754 1.840715 -0.02 0.00 0.08
C 1.349504 -0.875837 1.958457 0.00 -0.02 0.04
H 3.869954 1.061332 0.443361 0.02 0.02 0.00
H -3.255700 1.981605 -3.842924 -0.01 0.00 0.02
C -0.768360 -0.387884 3.655611 -0.02 0.00 0.04
C 0.417650 -0.932416 4.143932 0.00 -0.01 0.03
C 4.959769 -0.252885 -2.443884 0.01 0.02 -0.02
C -1.704681 8.781921 1.519250 0.00 -0.01 0.00
H 2.429922 -1.588103 3.653996 0.00 0.00 -0.01
O 3.456562 -1.577223 1.128113 -0.05 -0.10 0.04
C -4.180146 0.188097 -0.510741 0.02 0.01 -0.01
H -0.789031 2.555174 -1.628505 -0.01 -0.09 -0.08
H 2.282301 5.581680 -3.605315 -0.01 0.00 0.01
C -2.391429 8.497039 0.345362 0.00 0.03 0.00
C 2.806885 -0.637796 -1.418123 -0.02 0.01 0.11
H 0.965612 4.902169 -2.658421 0.02 -0.01 0.00
H 3.494040 6.258005 -1.550345 0.01 -0.01 0.01
H 2.823303 -1.759384 -4.633243 0.01 0.00 0.01
C 4.480950 -0.828650 -3.618845 -0.03 -0.02 -0.01
H 5.368558 1.372332 -0.439297 -0.01 0.01 -0.02
C 3.155431 -1.289597 -3.716723 0.05 0.03 -0.05
H 5.971707 0.129547 -2.409799 -0.01 0.00 -0.01
H -5.379284 -1.328163 0.377157 -0.01 0.00 -0.01
H -0.821519 5.645618 2.437165 -0.01 0.01 -0.02
C -1.137911 7.759275 2.271485 0.01 0.01 0.00
H 2.763145 4.372842 -0.085876 0.01 -0.01 0.01
C -2.015133 0.519487 1.587953 0.04 0.06 0.07
C -2.883362 0.678845 -0.731254 -0.06 0.02 -0.08
H -0.357887 0.893360 -2.203926 0.08 -0.07 -0.16
C -2.123931 4.773311 0.200789 0.10 -0.02 -0.11
H -3.742111 -1.284924 1.014219 -0.01 -0.01 -0.01
H 5.201842 -0.090168 0.531516 -0.01 0.03 -0.02
C 2.438379 5.990804 -1.483304 -0.01 -0.03 -0.03
H -0.627977 7.985631 3.198144 0.00 0.00 -0.01
C -4.826682 1.123293 -2.655602 0.02 0.00 -0.02
C 0.240065 3.879415 0.354288 0.13 0.04 -0.06
C -2.538889 1.287088 -1.955883 0.06 -0.02 0.06
H 2.565645 5.948534 0.682649 -0.01 0.00 0.01
H 0.745127 -2.202459 -3.719413 0.02 -0.01 0.01
C 2.302388 -1.192943 -2.655584 -0.03 -0.03 0.00
Ru 0.025784 0.295358 -0.328760 0.17 0.50 0.28
S 1.199631 2.434437 0.489835 -0.12 0.00 -0.20
O -2.910573 1.052686 2.184343 0.03 0.00 -0.03
N -1.096454 3.800870 0.527784 -0.13 0.04 0.08
O -3.073246 4.366377 -0.405127 -0.03 -0.04 0.02
H -2.839156 9.297094 -0.228357 0.00 -0.01 0.00
C -2.515800 7.186735 -0.081883 -0.03 -0.03 -0.03
H 2.566417 4.146452 -2.618673 0.00 0.01 -0.01
C 1.495770 -1.177925 3.295888 0.00 -0.02 0.02
H 5.137040 -0.919392 -4.475159 -0.01 0.01 0.01
C -1.126171 1.720249 -2.247099 0.00 -0.06 0.14
C -0.850622 -0.128145 2.305040 0.03 0.02 -0.05
C 4.670963 0.596178 -0.129088 0.07 0.04 -0.04
N 0.192496 -0.391030 1.514100 -0.16 -0.12 -0.04
C 0.946675 -1.832851 -2.716230 0.02 -0.02 -0.04
H -1.003577 2.016274 -3.288553 -0.05 0.03 -0.01
H -3.068108 6.941224 -0.979908 0.01 0.01 0.01
C 2.040057 5.103687 -2.657446 0.00 0.02 0.02
H 1.885512 6.933832 -1.512598 0.00 0.01 0.00
H 0.128661 -1.150521 -2.468725 -0.04 0.03 0.01
H 0.508018 -1.157511 5.198507 0.00 0.00 -0.01
N 0.798853 5.034642 0.076008 0.13 -0.07 0.12
H -5.595225 1.308900 -3.393458 0.01 0.00 0.01
H -1.619212 9.806496 1.857001 0.00 -0.01 0.00
C -4.567765 -0.662780 0.664490 -0.03 0.01 0.00
H -1.608901 -0.161590 4.297471 0.01 0.00 0.00
N 1.959929 -0.620134 -0.360262 -0.01 -0.14 -0.19
N -1.832328 0.505425 0.194994 0.03 0.02 0.07
C 4.159164 -0.131293 -1.333241 0.03 0.03 0.05
C 2.403606 -1.045182 0.899079 -0.01 -0.01 0.05
C -5.136955 0.456483 -1.485615 -0.03 -0.02 0.00
C 2.224049 5.315198 -0.136734 -0.02 0.01 -0.05
H -1.473129 2.864836 0.555932 -0.04 -0.13 0.03
H 0.191769 5.847998 0.083605 0.02 0.00 -0.03
C -1.927446 6.161332 0.658361 -0.08 0.05 0.04
C -3.515518 1.507923 -2.904169 -0.06 0.01 -0.06
H 0.884843 -2.673977 -2.024040 0.00 0.01 0.02
H -6.146458 0.098434 -1.327021 0.01 0.00 0.00
```
Positions in Å, forces in eV/Å.

The calculation puts the frontier orbital gap (spin up / spin down) at 7.42 / 5.03 eV. As for the energy above the lowest of the compared OMol25 structures with the same formula, charge and spin: 0.00 kcal/mol. Its expectation value of S² is 6.044. As for the LUMO energy (spin up / spin down): -6.1 / -8.6 eV. Its multiplicity is 5. The charge is +2.